No. 1
Here is the ion C19H24NOS with charge +1 from the Open Molecules 2025 dataset. Energies are from ωB97M-V with the def2-TZVPD basis set.

As for the energy above the lowest of the compared OMol25 structures with the same formula, charge and spin: 0.0 kcal per mole. The SMILES is CSc1ccc(O[C@H]2CC[N@@H+](Cc3ccccc3)CC2)cc1. For the electronic energy, the calculation gives -1266.36619 Eh. The calculation puts the HOMO-LUMO gap at 7.4 eV. Its charge is +1. For the highest occupied orbital energy, the calculation gives -0.364 hartree.

Geometry as XYZ:
```
46
C19H24NOS ωB97M-V with the def2-TZVPD basis set
H -0.74 -5.07 0.93
H 2.36 2.12 -3.41
H 4.19 2.11 -0.34
H -3.31 -3.55 4.78
H -1.75 -0.03 -3.06
H 4.29 6.36 0.09
H -1.77 1.68 -2.60
C 2.89 3.21 -1.64
H -1.16 2.32 -0.17
C 3.84 3.09 -0.63
C 2.95 5.60 -1.39
C -2.56 -2.48 2.09
C -0.69 1.35 -0.08
C -2.04 -3.77 2.01
C 0.20 0.80 -2.79
H -2.60 -0.52 1.27
H -2.49 0.29 -0.70
C 4.34 4.22 -0.01
C -1.43 0.32 -0.95
C -1.14 -4.07 0.99
H -3.25 -2.21 2.87
H 1.73 4.58 -2.82
O -0.84 -0.96 -0.82
C -1.29 -1.83 0.16
H -0.08 -3.35 -0.72
C -1.27 0.72 -2.43
C 3.89 5.48 -0.39
C 0.77 1.40 -0.50
H 1.22 0.41 -0.38
C -3.73 -4.37 4.19
H 0.66 -0.18 -2.63
H 5.08 4.12 0.76
C -0.77 -3.12 0.08
C 2.32 1.99 -2.32
H -4.57 -4.04 3.60
H -4.03 -5.18 4.85
H 1.33 2.13 0.10
C 2.45 4.47 -2.02
H 2.88 1.10 -2.06
H 0.42 2.69 -2.04
S -2.45 -5.08 3.12
H 0.33 1.09 -3.83
N 0.90 1.79 -1.93
C -2.18 -1.51 1.17
H 2.61 6.58 -1.70
H -0.73 1.04 0.97
```

natural (NBO) atomic charge list, values in e, 6 entries:
1. H 0.23
2. H 0.23
3. H 0.22
4. H 0.22
5. H 0.26
6. H 0.23

No. 2
Here is a structure of composition C46H35BiN11S4 from the Open Molecules 2025 dataset. Energies are from ωB97M-V with the def2-TZVPD basis set.

As for the energy above the lowest of the compared OMol25 structures with the same formula, charge and spin: 17.2 kcal per mole. For the electronic energy, the calculation gives -4183.43752 Eh. The calculation puts the HOMO-LUMO gap at 6.4 eV. Its charge is +1. For the highest occupied orbital energy, the calculation gives -0.342 hartree.

Geometry as XYZ:
```
97
C46H35BiN11S4 ωB97M-V with the def2-TZVPD basis set
C -2.08 -3.38 3.90
H -0.62 3.35 -2.11
N 0.65 0.50 2.81
C 3.87 0.15 4.63
H -3.92 -0.81 5.10
C 0.82 -1.21 -4.53
H 4.36 -4.58 -1.14
C 1.48 1.20 -1.77
C 2.75 0.74 4.07
C -3.83 -1.72 -0.13
C 2.44 2.03 -2.37
C 1.83 -0.07 3.40
H -3.29 -3.17 5.66
H 1.27 -2.04 2.81
C 3.18 6.00 2.22
C -2.91 -2.69 4.77
C -3.04 3.63 1.97
C 2.92 4.51 0.45
H 3.28 -3.08 3.79
C -1.30 3.28 3.57
Bi -0.60 -0.13 0.62
H -1.81 -4.41 4.09
C -0.13 -2.01 -3.94
H 1.18 -1.42 -5.53
H -3.89 4.19 1.61
S -0.49 -3.51 -6.26
C -0.70 -3.20 -4.58
C -1.36 -4.97 -6.17
C -2.74 -0.82 3.31
S 4.04 5.67 -0.16
C 1.53 2.47 0.16
H -3.14 2.24 0.36
H -0.76 3.55 4.47
C 4.01 6.56 1.29
H 3.67 3.76 -2.10
N -1.76 1.63 -1.54
N -0.04 -0.65 -1.97
C 0.92 0.11 -2.53
H -1.28 -2.25 -2.12
C -0.89 2.17 2.84
C 3.13 -2.02 3.88
H -2.99 0.20 3.03
C -1.80 -5.22 -4.90
C 2.88 1.75 -3.71
C -1.60 -2.74 2.76
H -5.12 -0.50 -2.73
C -0.75 -3.48 1.82
C -3.45 -0.09 -1.49
N -0.38 -2.93 0.73
C 2.56 4.82 1.73
H 4.38 -3.71 -2.70
C 1.37 -0.13 -3.83
H -2.72 4.88 3.69
H 2.72 0.51 -5.41
H -1.64 -4.24 -2.94
C 2.48 3.37 -0.36
N -4.56 -0.73 -1.93
C -4.81 -1.77 -1.06
S 2.15 -4.01 -1.92
N -1.91 -1.46 2.49
N 0.35 -3.69 -0.13
N -3.23 1.77 -3.18
C -1.46 2.71 -2.32
C -1.42 -4.20 -3.99
H 3.02 6.41 3.20
H -4.02 1.57 -3.77
S 2.18 -1.71 0.08
H 4.61 7.45 1.39
C 2.01 -1.43 3.30
H 1.86 4.24 2.32
H -5.64 -2.44 -1.20
C 2.93 3.12 -1.64
C 2.38 0.72 -4.40
H -1.50 -5.58 -7.05
C -2.35 2.81 -3.35
C -2.61 2.51 1.25
C -0.53 -1.67 -2.63
C 1.46 -3.13 -0.54
C 4.06 -1.23 4.53
C -2.39 4.02 3.13
C -1.52 1.75 1.66
N 0.25 1.52 3.39
H 1.15 2.62 1.16
H 2.60 1.80 4.12
N -2.98 -0.67 -0.41
H -2.45 3.51 -4.16
C -2.83 1.08 -2.08
H -0.44 -4.49 2.08
H -3.65 -2.37 0.71
C -3.26 -1.38 4.46
C 3.92 -3.76 -1.71
H -2.36 -6.10 -4.63
H 3.64 2.40 -4.14
H 4.94 -1.68 4.98
H 4.09 -2.81 -1.20
N 1.06 1.43 -0.50
H 4.61 0.76 5.13
```

Löwdin atomic charge list, values in e, 6 entries:
1. C -0.01
2. H 0.11
3. N -0.03
4. C -0.07
5. H 0.11
6. C 0.04